(1)
The following is a quantum chemistry calculation of C14H28N2O4RuSe3 as an isolated structure, from the Open Molecules 2025 dataset.

As for the net charge: +1. The value obtained for the energy above the lowest of the compared OMol25 structures with the same formula, charge and spin is 0.8 kJ/mol. As for the multiplicity: 2.

XYZ file:
```
52
Properties=species:S:1:pos:R:3:lowdin_charge:R:1
Ru 0.51255 -0.03194 0.50224 0.4214
O 4.60057 3.56626 -1.52699 -0.0446
C 4.04079 3.73996 -0.23530 -0.2138
C 2.96342 2.66480 -0.02917 -0.5748
C 2.47805 2.75837 1.42196 -0.2535
O 2.04369 4.06301 1.77752 -0.0432
C 3.58715 1.30766 -0.36831 -0.5163
Se 2.85255 -0.28312 0.48517 0.6413
C 1.82400 2.95807 -1.00151 -0.4745
Se 0.44663 1.57281 -1.21737 0.7025
H 5.23417 4.26926 -1.69332 0.1012
H 3.59544 4.73434 -0.13877 0.1308
H 4.81097 3.62081 0.53958 0.1373
H 3.24436 2.38474 2.10987 0.1331
H 1.59919 2.12070 1.56492 0.0650
H 2.79829 4.58105 2.07171 0.0938
H 4.64777 1.28442 -0.11634 0.0739
H 3.51088 1.14268 -1.44406 0.0624
H 2.22273 3.14177 -1.99739 0.0692
H 1.27081 3.83977 -0.67678 0.0725
C -2.67789 1.24697 0.15607 -0.1011
O -1.96699 0.07541 0.57342 -0.3610
C -2.28959 -0.31082 1.90720 -0.1929
C -1.34323 0.39460 2.84333 -0.1420
O 0.00795 -0.03617 2.56504 -0.3739
C 0.40806 -1.21870 3.29262 -0.0636
H -3.74998 1.04554 0.19702 0.1005
H -2.37885 1.47071 -0.86348 0.0455
H -2.43638 2.10600 0.78488 0.0949
H -2.15585 -1.39313 1.95306 0.1127
H -3.33128 -0.08371 2.14606 0.1413
H -1.57445 0.21661 3.89438 0.1416
H -1.34392 1.47051 2.66756 0.1346
H 0.24199 -1.05012 4.35643 0.1054
H 1.46896 -1.35761 3.09924 0.0780
H -0.15833 -2.09013 2.95896 0.0772
C 1.95240 -1.93827 -2.86131 -0.0070
N 0.49938 -2.05142 -2.93796 -0.1024
C -0.21991 -1.99083 -4.10999 -0.0136
C -1.52546 -2.11721 -3.78834 -0.0134
N -1.58714 -2.24434 -2.41898 -0.1092
C -2.81630 -2.34774 -1.63837 -0.0070
C -0.34551 -2.18679 -1.90689 -0.6215
Se 0.03063 -2.39805 -0.06921 0.7335
H 2.30946 -1.67549 -3.85291 0.1014
H 2.37540 -2.88882 -2.54400 0.1065
H 2.22197 -1.16561 -2.14401 0.0173
H 0.26325 -1.87590 -5.06270 0.1345
H -2.40502 -2.13613 -4.40474 0.1330
H -3.65224 -2.20821 -2.31855 0.1008
H -2.81476 -1.57497 -0.87322 0.0677
H -2.88180 -3.32731 -1.17096 0.0988
```

(2)
The following is a quantum chemistry calculation of C4H4DyO2 as an isolated structure in a non-equilibrium geometry, from the Open Molecules 2025 dataset.

The calculated total energy is -32365.543 eV. As for the net charge: +2. As for the multiplicity: 7.

XYZ file:
```
11
Properties=species:S:1:pos:R:3:lowdin_charge:R:1
O 3.87824 -0.87552 0.63252 0.1179
C 3.80225 -0.32697 -0.44939 -0.2112
C 2.62397 0.53091 -0.67168 0.1059
H 4.68641 -0.19416 -1.10174 0.1451
H 2.79931 1.50385 -1.14151 0.1239
C 1.27037 0.29675 -0.05983 0.0007
C 0.04824 0.76180 -0.63087 -0.2979
O -1.06610 0.28725 -0.48929 -0.1581
Dy -3.74858 0.76299 -0.64920 1.8575
H 1.22260 -0.47299 0.71369 0.1259
H 0.31832 1.84820 -0.21107 0.1903
```

(3)
The following is a quantum chemistry calculation of one molecule with the formula C13H19BrN2O, from the Open Molecules 2025 dataset.

The value obtained for the energy above the lowest of the compared OMol25 structures with the same formula, charge and spin is 13.4 kJ/mol.

XYZ file:
```
36
Properties=species:S:1:pos:R:3:lowdin_charge:R:1
C 1.03160 6.57079 -1.85170 -0.1066
N -0.29392 6.01231 -1.68179 -0.2895
C -1.06361 6.79151 -0.73455 -0.1165
H -2.07737 6.39666 -0.68156 0.0807
H -0.62992 6.78468 0.27872 0.0863
H -1.11326 7.82228 -1.08144 0.0811
C -0.25937 4.60911 -1.30740 -0.2407
C 0.25590 3.72791 -2.44675 -0.1685
C -0.10826 2.25405 -2.25441 -0.1795
N 0.50348 1.68278 -1.07489 0.0688
C 1.62904 0.94050 -1.12892 -0.5017
O 2.18939 0.64706 -2.16049 0.0685
C 2.09689 0.44430 0.24199 -0.0587
C 1.23850 -0.72597 0.62542 -0.2310
C 1.37066 -1.92834 -0.06259 -0.0213
C 0.57006 -3.01164 0.24357 -0.1157
C -0.37331 -2.88861 1.25003 -0.6822
C -0.52685 -1.70311 1.94592 -0.1263
C 0.27922 -0.62509 1.62509 -0.0414
H 0.16273 0.29888 2.17379 0.1117
H -1.26582 -1.62276 2.72831 0.1001
Br -1.48058 -4.37864 1.68654 0.7160
H 0.67598 -3.94236 -0.29201 0.1023
H 2.10378 -2.00782 -0.85077 0.1232
H 2.02471 1.24205 0.98184 0.1176
H 3.13745 0.13370 0.14367 0.1282
H 0.10488 1.91893 -0.18123 0.1358
H 0.25982 1.67585 -3.10504 0.1204
H -1.19310 2.13594 -2.18072 0.1223
H 1.34026 3.80344 -2.53004 0.1099
H -0.18731 4.08005 -3.37851 0.1208
H -1.28788 4.31343 -1.07759 0.1174
H 0.35246 4.45039 -0.39860 0.1200
H 1.55043 6.04644 -2.65023 0.0756
H 1.63771 6.50823 -0.93319 0.0899
H 0.93946 7.61803 -2.13442 0.0830
```

(4)
The following is a quantum chemistry calculation of a 2-piece molecular cluster, C3H9NS overall in a non-equilibrium geometry, from the Open Molecules 2025 dataset.

The value obtained for the energy above the lowest of the compared OMol25 structures with the same formula, charge and spin is 268.4 kJ/mol.

XYZ file:
```
14
Properties=species:S:1:pos:R:3:lowdin_charge:R:1
C 0.57815 1.82792 -0.97374 -0.1049
N -0.39763 1.00410 -0.15626 -0.1352
C 0.03685 -0.34935 0.02579 -0.4207
C -0.98148 -1.34985 0.52035 -0.6812
S -0.28860 -3.01934 0.55669 0.5781
H 1.55793 1.80163 -0.47737 0.0717
H 0.64994 1.57149 -2.01578 0.0665
H 0.18781 2.84465 -0.85048 0.0732
H -0.51287 1.49196 0.73482 0.1036
H 0.98289 -0.45937 0.60507 0.0715
H 0.26036 -0.72237 -0.99006 0.1109
H -1.85524 -1.30047 -0.14439 0.0786
H -1.35733 -1.14587 1.54501 0.0650
H 1.13922 -2.19515 1.62035 0.1231
```

Listing M for the structures above in their given order: 626.3; 246.6; 299.2; 91.2 g mol⁻¹.